1.
19
Properties=species:S:1:pos:R:3:forces:R:3 method="wB97M-V/def2-TZVPD" total_energy_ha=-514.3488 e_above_lowest_kcal_mol=102.97 max_force_ev_per_a=1.45 lumo_ev=0.633 molar_mass_g_mol=143.14 e_homo_ev=-8.34
C 0.611756 2.231378 -0.199458 1.0 0.1 -0.6
C 0.044937 -1.135928 -0.999915 -0.1 0.7 -0.1
C 1.686926 0.125348 0.073818 1.3 0.7 0.2
C -1.444303 2.249662 1.370541 0.0 0.1 -0.1
C 0.440815 -3.600550 -0.914406 0.3 -0.3 0.1
C -0.497970 2.992765 0.434263 -0.2 -0.7 0.3
N -0.269534 -2.376000 -1.242542 0.1 -0.3 0.0
O 2.809513 0.344595 0.404421 -0.6 -0.1 -0.3
O 0.658503 0.992037 0.265532 -1.2 0.5 0.7
O 1.287144 -1.069871 -0.356127 -0.9 -1.0 -0.5
H -0.892333 1.818325 2.204193 -0.1 0.0 0.0
H -1.944295 1.442770 0.835813 0.0 0.0 0.1
H -2.198377 2.927967 1.767114 0.0 0.0 0.0
H 1.335387 -3.352878 -0.349503 -0.1 -0.1 0.0
H -0.204067 -4.248263 -0.319020 0.1 0.0 0.0
H 0.724294 -4.121553 -1.829368 0.0 0.0 0.1
H 0.029511 3.790750 0.971504 0.1 0.1 -0.1
H -1.038687 3.494297 -0.371870 0.1 0.1 -0.1
H -1.139219 -2.504851 -1.744991 0.2 0.3 0.2

=====

2.
30
Properties=species:S:1:pos:R:3:forces:R:3 method="wB97M-V/def2-TZVPD" total_energy_ha=-496.9534 e_above_lowest_kcal_mol=0.00 charge=+1 max_force_ev_per_a=0.86 lumo_ev=-2.781 molar_mass_g_mol=159.26 e_homo_ev=-11.79
N -0.094905 0.362707 1.445291 0.6 -0.2 0.1
C -0.591222 1.733783 1.317818 0.1 0.5 -0.2
C -1.190632 -0.587976 1.640222 -0.1 -0.4 -0.1
C -1.501633 2.175114 2.467721 0.1 0.2 0.1
C -2.123206 -0.232483 2.802053 -0.1 -0.2 0.2
C -2.659405 1.190017 2.635157 -0.3 0.1 0.1
H 0.535499 0.312502 2.255752 -0.3 0.0 -0.4
H 0.279491 2.411182 1.225949 -0.4 -0.3 0.0
H -1.159696 1.785845 0.369356 0.2 0.0 0.3
H -0.754966 -1.595663 1.782363 -0.2 0.4 -0.1
H -1.776705 -0.604075 0.701232 0.1 0.0 0.3
H -0.908719 2.206702 3.402015 -0.2 0.1 -0.3
H -1.882202 3.196796 2.275917 0.2 -0.4 0.1
H -2.955512 -0.960551 2.853229 0.4 0.3 0.0
H -1.556405 -0.302039 3.750397 -0.2 0.0 -0.3
H -3.294887 1.228326 1.729539 0.1 0.0 0.4
H -3.289234 1.472787 3.500490 0.3 -0.1 -0.5
C 1.466493 -1.312104 -2.341636 0.1 0.3 0.3
N 1.718875 -0.230075 -1.602076 0.1 0.1 -0.1
N 2.095026 -1.482450 -3.499349 -0.1 -0.6 -0.4
N 0.581285 -2.218732 -1.911507 -0.2 -0.3 0.0
C 3.073087 -0.544891 -4.041771 0.3 0.2 -0.2
H 2.395059 0.464936 -1.928066 -0.6 -0.5 0.4
H 1.236762 -0.095434 -0.709903 0.2 0.2 -0.1
H 1.877803 -2.322848 -4.040707 0.2 0.6 0.4
H 0.385303 -3.049294 -2.475667 0.0 0.6 0.6
H 0.100612 -2.081589 -1.018943 0.3 -0.2 -0.7
H 3.429930 -0.937470 -5.008807 -0.2 0.2 0.5
H 3.938246 -0.432406 -3.366901 -0.3 -0.2 -0.3
H 2.625860 0.449381 -4.209168 0.1 -0.4 0.0

=====

3.
13
Properties=species:S:1:pos:R:3:forces:R:3 method="wB97M-V/def2-TZVPD" total_energy_ha=-573.0529 e_above_lowest_kcal_mol=89.31 max_force_ev_per_a=3.38 smiles=C#CP(C)CO lumo_ev=0.525 molar_mass_g_mol=102.07 e_homo_ev=-8.91
C 1.550709 1.727745 0.685243 0.5 -1.3 -1.4
C 1.537738 0.814285 -0.106293 -0.5 0.6 1.5
C -1.125080 0.300449 -0.882263 -0.4 0.6 -1.8
C 0.510428 -1.728532 0.292116 -1.7 1.4 1.4
O -2.029961 0.572714 0.273438 3.3 0.4 0.4
P 0.843549 -0.465647 -1.009097 -2.6 -0.3 -0.6
H 1.883718 2.598273 1.088089 0.5 2.0 1.3
H -1.056473 1.322159 -1.504617 -0.2 -2.5 1.1
H -1.618934 -0.586806 -1.454848 0.4 2.0 0.9
H -1.553737 1.180330 0.955040 -1.0 -1.5 -1.9
H -0.236073 -1.052331 0.928028 1.5 -2.2 -0.7
H -0.023573 -2.568706 -0.191036 0.2 0.5 0.4
H 1.317689 -2.113933 0.926200 -0.1 0.3 -0.4